No. 1
{
  "formula": "C18H21N5O7",
  "method": "ωB97M-V with the def2-TZVPD basis set",
  "multiplicity": 1,
  "e_tot_ev": -40791.5138,
  "smiles": "O=C1NC(=O)C(=C/C=C/c2ccco2)C(=O)N1.CNC(=O)[C@H](CC(N)=O)NC(C)=O",
  "homo_ev": -8.42,
  "gap_ev": 7.26,
  "elements": ["O", "C", "N", "C", "O", "C", "C", "C", "C", "C", "C", "C", "C", "O", "C", "O", "N", "H", "H", "H", "H", "H", "H", "H", "H", "C", "N", "C", "O", "C", "C", "C", "N", "O", "N", "C", "C", "O", "H", "H", "H", "H", "H", "H", "H", "H", "H", "H", "H", "H", "H"],
  "xyz": [[1.420207, 2.991363, -0.426938], [1.501731, 2.266788, 0.545229], [2.515598, 2.422441, 1.435119], [2.703283, 1.535725, 2.454199], [3.603882, 1.801703, 3.230124], [1.792603, 0.417820, 2.629836], [1.961404, -0.694088, 3.437876], [3.134385, -1.105291, 4.194833], [3.260373, -2.466752, 4.380162], [4.366416, -3.143982, 5.023582], [4.536198, -4.497481, 4.927894], [5.714716, -4.806642, 5.687567], [6.162940, -3.614833, 6.189856], [5.352599, -2.579584, 5.788435], [0.665307, 0.417140, 1.721825], [-0.173439, -0.467668, 1.725892], [0.532877, 1.347981, 0.748815], [3.207004, 3.140277, 1.275557], [1.165649, -1.437165, 3.417501], [3.899053, -0.401707, 4.519263], [2.493557, -3.121928, 3.977729], [3.903773, -5.194574, 4.386450], [6.163474, -5.783569, 5.841138], [7.041099, -3.501171, 6.818676], [-0.054881, 1.086901, -0.041373], [-3.584015, -2.213376, -2.358992], [-3.792884, -1.012859, -1.548783], [-3.687108, 0.264149, -1.928478], [-3.904215, 1.158362, -1.114702], [-3.291488, 0.628852, -3.379393], [-1.786827, 0.422670, -3.656469], [-0.889911, 0.982732, -2.566276], [-0.394158, 2.190978, -2.704789], [-0.611726, 0.324697, -1.581391], [-3.652437, 2.021250, -3.655628], [-3.916861, 2.519543, -4.859848], [-4.373014, 3.958193, -4.906595], [-3.800098, 1.873960, -5.892207], [-2.514732, -2.389608, -2.491560], [-4.014456, -3.075848, -1.847022], [-4.063239, -2.115379, -3.334725], [-3.995321, -1.138218, -0.567855], [-3.858787, -0.008661, -4.058151], [-1.519822, 0.864871, -4.615954], [-1.583820, -0.644256, -3.726154], [-0.611681, 2.736406, -3.515967], [0.221313, 2.535626, -1.973042], [-3.796209, 2.608566, -2.845607], [-5.292408, 4.060967, -4.332947], [-3.600022, 4.596452, -4.483505], [-4.555882, 4.238227, -5.943207]],
  "forces_ev_per_a": [[0.3, 0.7, -0.9], [-0.6, 1.4, -1.8], [-0.9, -0.9, -0.4], [1.8, 0.6, 2.2], [0.4, -0.5, 0.3], [0.2, -0.8, 0.5], [0.8, 1.2, -0.7], [-0.4, -1.3, 0.0], [0.6, 2.4, 0.4], [-0.5, -1.0, -0.4], [0.7, -0.1, 0.5], [-0.2, 0.5, -0.1], [-0.4, -1.1, -0.5], [0.2, -0.4, 0.0], [-2.1, -2.4, 0.0], [-0.2, -0.4, 0.5], [1.4, 0.5, 1.0], [-0.1, 0.0, 0.0], [0.0, 0.3, -0.3], [-0.2, -0.1, -0.2], [0.1, 0.0, 0.1], [0.1, 0.3, 0.1], [-0.1, 0.3, 0.0], [-0.4, 0.8, -0.2], [-0.3, -0.1, -0.4], [0.2, 0.4, 0.2], [-0.1, -1.1, -0.5], [0.0, 1.3, 0.5], [0.1, 0.1, -0.5], [0.0, 0.3, -0.3], [0.1, -0.2, 0.1], [-0.4, -0.8, -0.3], [0.2, 1.3, -0.6], [-0.1, -1.1, 1.0], [0.1, -0.5, 1.9], [-0.2, 0.1, -1.6], [0.0, -0.1, 0.1], [0.1, -0.3, 0.1], [0.0, -0.1, -0.1], [0.0, 0.2, -0.1], [0.0, 0.0, 0.1], [0.1, 0.2, -0.1], [0.1, 0.0, -0.2], [-0.3, 0.0, -0.1], [0.1, 0.0, 0.1], [0.1, 0.2, 0.0], [0.1, 0.2, -0.1], [0.0, -0.2, 0.2], [0.0, 0.2, 0.1], [-0.1, 0.2, 0.1], [0.1, -0.1, 0.1]]
}

---

No. 2
{
  "formula": "C18H21NO4",
  "method": "ωB97M-V with the def2-TZVPD basis set",
  "multiplicity": 1,
  "e_tot_ev": -28685.5326,
  "smiles": "CCOc1ccc(Cc2noc3c2C(=O)CCC3)cc1OCC",
  "homo_ev": -7.78,
  "gap_ev": 8.48,
  "elements": ["C", "C", "O", "C", "C", "C", "C", "C", "C", "N", "O", "C", "C", "C", "O", "C", "C", "C", "C", "C", "O", "C", "C", "H", "H", "H", "H", "H", "H", "H", "H", "H", "H", "H", "H", "H", "H", "H", "H", "H", "H", "H", "H", "H"],
  "xyz": [[5.292841, 0.947143, -2.074341], [4.283751, 0.444760, -1.051792], [3.442891, 1.537300, -0.727475], [2.309438, 1.375332, 0.012595], [1.447716, 2.468783, -0.024061], [0.259990, 2.484066, 0.676977], [-0.097308, 1.385141, 1.441576], [-1.418578, 1.369476, 2.174189], [-2.504309, 1.378547, 1.161858], [-3.212514, 2.440068, 0.896061], [-4.070997, 2.134245, -0.126227], [-3.875127, 0.872917, -0.489987], [-2.885749, 0.311661, 0.286364], [-2.448021, -1.066860, 0.137277], [-1.649632, -1.621722, 0.858539], [-3.089555, -1.754187, -1.059145], [-4.536144, -1.320536, -1.301057], [-4.630828, 0.186225, -1.561849], [0.751543, 0.290849, 1.491623], [1.956619, 0.262499, 0.799827], [2.844345, -0.781704, 0.867541], [2.491190, -1.980571, 1.528207], [1.506830, -2.838646, 0.739601], [4.778892, 1.302225, -2.963678], [5.970880, 0.144210, -2.349466], [5.864790, 1.770299, -1.655106], [4.799904, 0.079717, -0.157159], [3.692750, -0.376683, -1.473497], [1.746257, 3.311359, -0.627679], [-0.393189, 3.341942, 0.626095], [-1.497548, 0.467235, 2.781366], [-1.517749, 2.254227, 2.804434], [-3.028963, -2.833684, -0.913126], [-2.477908, -1.500282, -1.930960], [-4.943248, -1.867203, -2.152613], [-5.135529, -1.571199, -0.422919], [-5.666896, 0.527312, -1.580503], [-4.181054, 0.431524, -2.529520], [0.454675, -0.556450, 2.086687], [3.445244, -2.508414, 1.626479], [2.110380, -1.773544, 2.535563], [1.388122, -3.797952, 1.236087], [1.888828, -3.007471, -0.264757], [0.532971, -2.361950, 0.667955]],
  "forces_ev_per_a": [[-0.4, 0.0, 0.3], [0.5, -0.3, -0.3], [-0.1, 0.1, 0.2], [-0.2, 0.0, 0.0], [0.1, -0.2, 0.0], [0.0, -0.1, 0.1], [0.1, 0.0, 0.1], [0.1, 0.1, 0.0], [-0.6, -0.1, -0.4], [0.8, 0.5, 1.1], [-0.5, -0.5, -0.8], [0.7, -0.6, 0.5], [-0.6, 0.7, -0.2], [-0.3, -0.1, -0.4], [0.0, 0.0, 0.2], [0.0, -0.3, 0.1], [0.1, 0.1, -0.1], [-0.2, 0.1, 0.0], [0.1, 0.0, 0.0], [0.2, 0.0, -0.1], [-0.1, 0.4, -0.1], [-0.1, -0.4, 0.1], [0.2, 0.4, 0.1], [0.0, 0.0, -0.1], [0.1, -0.1, 0.0], [0.1, 0.1, 0.0], [-0.1, 0.0, -0.2], [0.1, 0.1, 0.1], [0.1, 0.1, -0.1], [-0.1, 0.1, 0.0], [0.0, 0.1, 0.0], [0.0, -0.1, 0.1], [0.1, 0.1, 0.0], [0.0, 0.0, 0.0], [0.0, 0.0, 0.1], [0.0, 0.0, 0.0], [0.0, 0.0, 0.0], [0.0, 0.0, 0.0], [0.0, -0.1, 0.0], [-0.2, 0.1, 0.1], [0.1, 0.0, -0.1], [0.0, -0.1, 0.0], [0.1, -0.1, -0.1], [-0.1, 0.0, 0.0]]
}

---

No. 3
{
  "formula": "C18H22AsBrNO2PtS2",
  "method": "ωB97M-V with the def2-TZVPD basis set",
  "multiplicity": 1,
  "total_charge": -1,
  "e_tot_ev": -180409.8204,
  "homo_ev": -3.19,
  "gap_ev": 5.72,
  "elements": ["Pt", "S", "C", "C", "C", "C", "C", "C", "S", "H", "H", "H", "H", "Br", "C", "C", "C", "C", "C", "N", "C", "O", "O", "H", "H", "H", "C", "C", "As", "C", "C", "C", "C", "H", "H", "H", "H", "H", "H", "H", "H", "H", "H", "H", "H", "H", "H", "H"],
  "xyz": [[1.318282, -0.115703, -0.650974], [0.678750, -1.073738, -2.668440], [-0.590240, -2.182599, -2.160978], [-1.494154, -2.705746, -3.086564], [-2.500519, -3.576005, -2.690882], [-2.615208, -3.943475, -1.355025], [-1.713895, -3.437901, -0.427423], [-0.698191, -2.568816, -0.818552], [0.493332, -1.987466, 0.351277], [-1.405653, -2.405665, -4.125108], [-3.201509, -3.957100, -3.424355], [-3.405905, -4.611017, -1.034111], [-1.793739, -3.708706, 0.619874], [1.688630, 0.232194, 3.436187], [2.945055, -0.282081, 2.100998], [3.853778, -1.270419, 2.391906], [4.790165, -1.585767, 1.403984], [4.796589, -0.886420, 0.220389], [3.820289, 0.084773, 0.013219], [2.885275, 0.372051, 0.950578], [3.777070, 0.980740, -1.225302], [4.829490, 1.384958, -1.693534], [2.586980, 1.237655, -1.638436], [3.840623, -1.765568, 3.350801], [5.515922, -2.368988, 1.583889], [5.525893, -1.064537, -0.556742], [0.297507, 3.506777, 1.479300], [-0.818234, 3.070099, 0.534588], [-0.790100, 1.121963, 0.246317], [-1.796003, 0.397795, 1.782540], [-2.590918, 1.406115, 2.601630], [-2.270173, 0.988722, -1.033087], [-1.985318, 1.659190, -2.372238], [0.392494, 4.595005, 1.510892], [1.255733, 3.092776, 1.157585], [0.124126, 3.157986, 2.499016], [-0.645526, 3.487248, -0.459505], [-1.800865, 3.412427, 0.867583], [-1.084982, -0.149804, 2.396750], [-2.462605, -0.348954, 1.344991], [-1.938039, 2.125943, 3.098730], [-3.174889, 0.902607, 3.377111], [-3.292021, 1.973244, 1.985192], [-3.162872, 1.406424, -0.556231], [-2.437720, -0.081753, -1.170659], [-1.913373, 2.744362, -2.271509], [-2.782683, 1.447554, -3.088978], [-1.050650, 1.289622, -2.796697]],
  "forces_ev_per_a": [[0.3, -0.7, -0.3], [0.0, -0.1, -0.1], [0.0, 0.0, 0.0], [0.0, 0.0, 0.0], [0.0, 0.0, 0.0], [0.0, 0.0, 0.0], [0.0, 0.0, 0.0], [0.1, 0.0, 0.0], [-0.4, -0.2, 0.1], [0.0, 0.0, 0.0], [0.0, 0.0, 0.0], [0.0, 0.0, 0.0], [0.0, 0.0, 0.0], [0.0, 0.0, -0.1], [0.0, 0.0, -0.1], [0.1, 0.0, -0.1], [0.0, -0.1, 0.1], [0.0, 0.1, -0.1], [-0.2, 0.1, 0.1], [0.3, 0.1, 0.1], [0.0, 0.1, -0.1], [0.0, -0.1, 0.0], [0.1, 0.4, 0.1], [0.0, 0.0, 0.0], [0.0, 0.0, 0.0], [0.0, 0.0, 0.0], [0.0, 0.0, 0.0], [0.0, 0.0, 0.0], [-0.2, 0.4, 0.2], [0.0, 0.0, 0.0], [0.0, 0.0, 0.0], [0.0, 0.0, -0.1], [0.0, 0.0, 0.0], [0.0, 0.0, 0.0], [0.0, 0.0, 0.0], [0.0, 0.0, 0.0], [0.0, 0.0, 0.0], [0.0, 0.0, 0.0], [0.0, 0.0, 0.1], [0.0, 0.0, 0.0], [0.0, 0.0, 0.0], [0.0, 0.0, 0.0], [0.0, 0.0, 0.0], [0.0, 0.0, 0.0], [0.0, 0.0, 0.0], [0.0, 0.0, 0.0], [0.0, 0.0, 0.0], [0.0, 0.0, 0.0]]
}

---

No. 4
{
  "formula": "C18H22BrGeN5Pt",
  "method": "ωB97M-V with the def2-TZVPD basis set",
  "multiplicity": 1,
  "e_tot_ev": -156278.6732,
  "homo_ev": [-5.94, -5.95],
  "gap_ev": [5.26, 5.32],
  "elements": ["Pt", "N", "C", "N", "C", "N", "N", "C", "C", "C", "C", "C", "C", "N", "C", "C", "C", "C", "C", "C", "H", "H", "H", "H", "H", "H", "H", "H", "H", "H", "H", "Br", "C", "Ge", "C", "C", "C", "H", "H", "H", "H", "H", "H", "H", "H", "H", "H", "H"],
  "xyz": [[1.625736, 0.224151, 0.946178], [1.641494, 0.211677, -3.320974], [1.890360, 0.545647, -2.053170], [1.445882, -0.132671, -1.042902], [0.640498, -1.284918, -1.235755], [0.228897, -1.951350, -0.213862], [0.673456, -1.443123, 0.964688], [0.190738, -1.849405, 2.164620], [0.670842, -1.107991, 3.233747], [0.358124, -1.335493, 4.605459], [0.875959, -0.530595, 5.566532], [1.728620, 0.545953, 5.202496], [2.009084, 0.749925, 3.888809], [1.514430, -0.050841, 2.909491], [0.326168, -1.661022, -2.605184], [-0.477951, -2.760483, -2.915893], [-0.749636, -3.073036, -4.231033], [-0.225384, -2.292934, -5.261788], [0.570326, -1.202670, -4.975065], [0.842633, -0.891243, -3.647322], [2.017230, 0.787546, -4.055830], [2.500379, 1.418900, -1.848217], [-0.517513, -2.660311, 2.230135], [-0.299988, -2.157964, 4.851300], [0.639436, -0.704817, 6.607824], [2.156330, 1.199932, 5.947619], [2.645694, 1.551751, 3.540462], [-0.875762, -3.350218, -2.102094], [-1.372041, -3.925567, -4.465350], [-0.443158, -2.540579, -6.291728], [0.979251, -0.589565, -5.768930], [3.498513, 1.924892, 0.778385], [-2.552859, 3.263474, 0.700818], [-1.481689, 1.683549, 0.232112], [-2.434945, 0.084393, 0.845365], [-1.355437, 1.629318, -1.735927], [0.288059, 1.898534, 1.015198], [-3.547950, 3.201982, 0.257823], [-2.071865, 4.174273, 0.342692], [-2.663638, 3.342585, 1.782736], [-3.492831, 0.165223, 0.590706], [-2.350453, -0.026314, 1.926914], [-2.037341, -0.815858, 0.377610], [-2.318135, 1.885565, -2.180956], [-1.083293, 0.636822, -2.098334], [-0.618804, 2.350940, -2.095225], [0.209451, 2.120222, 2.081924], [0.803077, 2.741706, 0.553883]],
  "forces_ev_per_a": [[-0.3, 0.0, 0.2], [0.0, 0.0, 0.1], [0.0, 0.0, 0.0], [0.0, 0.1, 0.0], [0.0, -0.1, 0.1], [0.0, 0.0, -0.2], [0.3, 0.2, -0.1], [-0.1, 0.0, 0.3], [-0.1, -0.2, -0.2], [0.0, 0.0, 0.1], [-0.1, -0.1, 0.0], [0.1, 0.1, -0.1], [0.0, 0.1, 0.1], [0.0, 0.0, -0.2], [0.0, 0.0, 0.0], [0.0, 0.0, 0.0], [0.0, 0.0, 0.0], [0.0, 0.0, 0.0], [0.0, 0.0, 0.0], [0.0, -0.1, 0.0], [0.0, 0.0, 0.0], [0.0, 0.0, 0.0], [0.0, 0.0, 0.0], [0.0, 0.0, 0.0], [0.0, 0.0, 0.0], [0.0, 0.0, 0.0], [0.0, 0.0, 0.0], [0.0, 0.0, 0.0], [0.0, 0.0, 0.0], [0.0, 0.0, 0.0], [0.0, 0.0, 0.0], [0.0, 0.0, 0.0], [0.1, 0.0, 0.0], [-0.1, -0.1, -0.1], [0.0, 0.0, 0.0], [0.0, 0.0, 0.0], [0.1, 0.0, 0.1], [0.0, 0.0, 0.0], [0.0, 0.0, 0.0], [0.0, 0.0, 0.0], [0.0, 0.0, 0.0], [0.0, 0.0, 0.0], [0.0, 0.0, 0.0], [0.0, 0.0, 0.0], [0.0, 0.0, 0.0], [0.0, 0.0, 0.0], [0.0, 0.0, 0.0], [0.0, 0.0, 0.0]]
}